C5H10O | ωB97M-V with the def2-TZVPD basis set

E_tot: -7394.600 eV
SMILES string: CCC(=O)CC
energy above the lowest of the compared OMol25 structures with the same formula, charge and spin: 0.166 eV
LUMO level: 1.0 eV

Geometry as ORCA input:
```
! wB97M-V def2-TZVPD RIJCOSX def2/J DEFGRID3
* xyz 0 1
C -0.071 0.753 -2.041
C 0.995 0.805 -0.941
C 0.452 0.472 0.443
C -0.999 -0.950 1.891
C 0.108 -0.970 0.832
O 0.295 1.377 1.240
H -0.929 1.387 -1.793
H -0.442 -0.261 -2.225
H 0.347 1.128 -2.982
H 1.383 1.827 -0.874
H 1.836 0.151 -1.208
H -0.778 -0.118 2.562
H -1.961 -0.755 1.411
H -1.096 -1.865 2.491
H 1.023 -1.418 1.245
H -0.162 -1.562 -0.051
*
```

=====

C5H10O | ωB97M-V with the def2-TZVPD basis set

E_tot: -7393.051 eV
SMILES string: CC/C=C\OC
energy above the lowest of the compared OMol25 structures with the same formula, charge and spin: 1.715 eV
LUMO level: 1.1 eV

Geometry as ORCA input:
```
! wB97M-V def2-TZVPD RIJCOSX def2/J DEFGRID3
* xyz 0 1
C 2.203 -0.430 -0.350
C 0.754 -0.561 0.112
C -0.063 0.163 -0.928
C -2.011 0.038 1.035
C -0.860 1.182 -0.616
O -1.424 1.277 0.626
H 2.447 0.631 -0.477
H 2.908 -0.874 0.357
H 2.329 -0.916 -1.324
H 0.496 -1.617 0.279
H 0.635 -0.052 1.078
H 0.174 -0.023 -1.970
H -2.292 0.175 2.075
H -2.881 -0.183 0.406
H -1.348 -0.833 0.977
H -1.070 2.022 -1.279
*
```

=====

C5H10O | ωB97M-V with the def2-TZVPD basis set

E_tot: -7391.845 eV
energy above the lowest of the compared OMol25 structures with the same formula, charge and spin: 2.920 eV
LUMO level: 1.0 eV

Geometry as ORCA input:
```
! wB97M-V def2-TZVPD RIJCOSX def2/J DEFGRID3
* xyz 0 1
C 1.540 0.444 0.133
C 0.078 0.892 0.032
C -0.349 1.848 1.148
C -0.953 -0.200 -0.189
O -0.275 -1.289 -0.452
C -0.978 -2.392 -1.017
H 1.808 -0.191 -0.715
H 1.711 -0.144 1.043
H 2.220 1.302 0.150
H -0.055 1.438 -0.923
H -0.240 1.372 2.130
H -1.396 2.146 1.030
H 0.272 2.751 1.145
H -2.042 -2.347 -0.772
H -0.834 -2.326 -2.099
H -0.507 -3.303 -0.643
*
```

=====

Question: Look up the E_tot of the second one.
Answer: -7393.051 eV

=====

Repeat the third record exactly.
C5H10O | ωB97M-V with the def2-TZVPD basis set

E_tot: -7391.845 eV
energy above the lowest of the compared OMol25 structures with the same formula, charge and spin: 2.920 eV
LUMO level: 1.0 eV

Geometry as ORCA input:
```
! wB97M-V def2-TZVPD RIJCOSX def2/J DEFGRID3
* xyz 0 1
C 1.540 0.444 0.133
C 0.078 0.892 0.032
C -0.349 1.848 1.148
C -0.953 -0.200 -0.189
O -0.275 -1.289 -0.452
C -0.978 -2.392 -1.017
H 1.808 -0.191 -0.715
H 1.711 -0.144 1.043
H 2.220 1.302 0.150
H -0.055 1.438 -0.923
H -0.240 1.372 2.130
H -1.396 2.146 1.030
H 0.272 2.751 1.145
H -2.042 -2.347 -0.772
H -0.834 -2.326 -2.099
H -0.507 -3.303 -0.643
*
```

=====

Question: What is the formula in the second record?
Answer: C5H10O

=====

Please write out number 2 again, unchanged.
C5H10O | ωB97M-V with the def2-TZVPD basis set

E_tot: -7393.051 eV
SMILES string: CC/C=C\OC
energy above the lowest of the compared OMol25 structures with the same formula, charge and spin: 1.715 eV
LUMO level: 1.1 eV

Geometry as ORCA input:
```
! wB97M-V def2-TZVPD RIJCOSX def2/J DEFGRID3
* xyz 0 1
C 2.203 -0.430 -0.350
C 0.754 -0.561 0.112
C -0.063 0.163 -0.928
C -2.011 0.038 1.035
C -0.860 1.182 -0.616
O -1.424 1.277 0.626
H 2.447 0.631 -0.477
H 2.908 -0.874 0.357
H 2.329 -0.916 -1.324
H 0.496 -1.617 0.279
H 0.635 -0.052 1.078
H 0.174 -0.023 -1.970
H -2.292 0.175 2.075
H -2.881 -0.183 0.406
H -1.348 -0.833 0.977
H -1.070 2.022 -1.279
*
```